[1]
16
Properties=species:S:1:pos:R:3:forces:R:3:nbo_charge:R:1 method="wB97M-V/def2-TZVPD" orbital_gap_ev=10.151 smiles=CO[C@H]1C[C@H]1C largest_force_ev_per_a=0.26
C -0.37832 -1.14917 0.11321 0.010 -0.123 -0.101 -0.253
C -0.57558 -0.58008 1.50349 -0.045 -0.018 0.190 -0.441
H -1.02038 -0.70227 -1.91893 -0.004 -0.041 0.125 0.207
H -1.45407 0.04503 1.63495 0.125 -0.035 -0.066 0.221
H 1.23753 1.99775 -1.58726 -0.052 -0.041 0.062 0.178
O 0.36795 1.25408 0.13695 -0.136 0.060 0.105 -0.533
H 0.09570 -2.12416 0.03535 -0.045 0.076 0.071 0.209
C -1.44297 -0.87804 -0.92388 -0.056 0.047 -0.028 -0.605
H 2.31244 1.01386 -0.57832 -0.104 0.070 0.008 0.170
H 1.52714 -0.30834 0.89270 -0.188 0.042 -0.054 0.178
H -2.12918 -1.72957 -0.99491 0.092 0.139 0.023 0.211
H -2.03011 0.00223 -0.64970 0.089 -0.057 -0.093 0.214
C 1.49597 1.74491 -0.55487 0.213 0.084 -0.114 -0.243
C 0.50203 -0.04385 0.62498 0.134 -0.162 0.100 0.093
H -0.29412 -1.14523 2.38653 -0.017 0.019 -0.156 0.215
H 1.85514 2.64833 -0.05177 -0.014 -0.060 -0.073 0.179

---

[2]
16
Properties=species:S:1:pos:R:3:forces:R:3:nbo_charge:R:1 method="wB97M-V/def2-TZVPD" orbital_gap_ev=8.620 largest_force_ev_per_a=0.42
H 0.09123 1.56988 -1.47447 0.005 -0.134 0.089 0.214
H -2.08059 -0.53405 0.73939 0.022 -0.115 -0.103 0.462
H 0.76161 -0.07793 -1.69343 -0.074 0.062 0.084 0.212
H -0.14763 1.13282 0.99978 0.082 -0.099 -0.068 0.211
H 0.32012 -1.14738 1.95977 0.045 0.069 -0.165 0.215
H 2.15076 0.57325 1.73408 -0.064 -0.084 -0.129 0.217
C -2.00867 0.03599 -1.10294 0.184 0.302 -0.014 -0.080
C 1.78799 0.08936 0.83231 0.220 0.033 0.025 -0.413
C 0.39498 0.43298 0.36512 -0.152 0.148 -0.018 -0.263
H -0.97289 -0.00895 -1.70841 -0.222 -0.194 -0.295 0.236
O -2.13886 -0.90904 -0.15357 -0.066 0.005 0.242 -0.672
C 0.09225 0.54742 -1.08897 0.212 0.111 0.161 -0.482
C 0.68956 -0.91975 0.96369 -0.028 -0.187 0.067 -0.418
H -2.17251 1.05660 -0.73315 -0.036 -0.106 -0.056 0.126
H 0.68369 -1.76938 0.28668 0.012 0.157 0.091 0.222
H 2.54894 -0.07186 0.07413 -0.140 0.032 0.088 0.214

---

What did the first record say?
16
Properties=species:S:1:pos:R:3:forces:R:3:nbo_charge:R:1 method="wB97M-V/def2-TZVPD" orbital_gap_ev=10.151 smiles=CO[C@H]1C[C@H]1C largest_force_ev_per_a=0.26
C -0.37832 -1.14917 0.11321 0.010 -0.123 -0.101 -0.253
C -0.57558 -0.58008 1.50349 -0.045 -0.018 0.190 -0.441
H -1.02038 -0.70227 -1.91893 -0.004 -0.041 0.125 0.207
H -1.45407 0.04503 1.63495 0.125 -0.035 -0.066 0.221
H 1.23753 1.99775 -1.58726 -0.052 -0.041 0.062 0.178
O 0.36795 1.25408 0.13695 -0.136 0.060 0.105 -0.533
H 0.09570 -2.12416 0.03535 -0.045 0.076 0.071 0.209
C -1.44297 -0.87804 -0.92388 -0.056 0.047 -0.028 -0.605
H 2.31244 1.01386 -0.57832 -0.104 0.070 0.008 0.170
H 1.52714 -0.30834 0.89270 -0.188 0.042 -0.054 0.178
H -2.12918 -1.72957 -0.99491 0.092 0.139 0.023 0.211
H -2.03011 0.00223 -0.64970 0.089 -0.057 -0.093 0.214
C 1.49597 1.74491 -0.55487 0.213 0.084 -0.114 -0.243
C 0.50203 -0.04385 0.62498 0.134 -0.162 0.100 0.093
H -0.29412 -1.14523 2.38653 -0.017 0.019 -0.156 0.215
H 1.85514 2.64833 -0.05177 -0.014 -0.060 -0.073 0.179